(1)
ORCA calculation (wB97M-V/def2-TZVPD) on a molecular structure, C39H15F15GeIN7SV.

```
80
Properties=species:S:1:pos:R:3:forces:R:3
V -0.56181 -1.28049 -0.57258 0.4 1.0 0.7
C 0.25624 -3.32594 3.09369 -0.2 0.0 -0.2
C -0.99639 -3.62474 3.62530 0.1 0.2 -0.2
C -2.09847 -3.40191 2.83094 0.2 0.1 -0.4
C -1.94806 -2.86000 1.54231 0.3 -0.2 0.8
N -0.72885 -2.48779 1.06402 -0.8 -0.1 0.2
C 0.32743 -2.76700 1.83206 1.0 -0.2 0.4
N -3.06998 -2.76059 0.80959 -1.2 0.2 -0.7
C -3.25179 -2.15864 -0.29537 -0.7 -1.4 1.9
N -2.27177 -1.42909 -0.98484 0.8 -0.2 0.0
C -2.92312 -0.75690 -2.02901 0.2 1.4 -1.7
N -2.34003 -0.01289 -2.88196 -1.4 -0.1 0.2
C -1.02626 0.21040 -3.05491 0.6 0.6 -0.6
C -0.68357 1.14278 -4.04819 0.1 -0.4 0.3
C 0.63528 1.31193 -4.40321 0.0 -0.2 0.2
C 1.59571 0.53664 -3.75279 -0.3 -0.1 0.1
C 1.19815 -0.32618 -2.74998 1.0 -0.1 -0.2
N -0.07297 -0.48208 -2.37165 -0.7 0.3 -0.3
C -4.32909 -1.10032 -2.02574 -0.5 -0.7 0.8
C -5.37745 -0.70376 -2.84067 0.2 0.0 0.1
C -6.62906 -1.26059 -2.58666 0.3 0.2 0.0
C -6.81714 -2.18194 -1.56120 0.1 -0.1 0.1
C -5.76656 -2.58834 -0.74054 0.2 0.1 0.0
C -4.52254 -2.02609 -0.97632 -0.2 0.7 -1.0
H 1.15832 -3.54752 3.64101 0.1 0.1 0.0
H -1.10065 -4.03058 4.62072 0.0 -0.1 0.0
H -3.09555 -3.64940 3.15698 -0.1 0.0 -0.1
H 1.29829 -2.56715 1.40780 0.1 0.1 0.0
H -1.48176 1.70841 -4.50021 -0.1 -0.1 -0.1
H 0.91665 2.02905 -5.15905 0.0 0.0 -0.1
H 2.63782 0.60919 -4.01337 0.2 -0.1 0.0
H 1.93120 -0.93421 -2.22980 0.0 0.1 0.0
H -5.23203 0.01451 -3.63151 0.0 0.1 -0.1
H -7.46477 -0.95310 -3.19683 -0.1 0.0 0.0
H -7.80056 -2.59365 -1.39581 -0.1 0.0 0.0
H -5.91236 -3.31748 0.03914 -0.1 0.0 0.1
F 1.59663 5.07001 1.03228 0.0 0.5 0.2
C 0.67114 4.81372 1.96029 -0.2 0.0 0.1
C 0.22468 3.51026 2.05799 0.0 -0.7 -0.4
C -0.71417 3.18692 3.02176 0.2 0.4 -0.1
F -1.04675 1.88320 3.09117 -0.4 0.0 0.4
C -1.24434 4.14139 3.87730 0.2 -0.2 -0.3
F -2.14607 3.80998 4.77981 -0.1 0.0 0.1
C -0.78440 5.46211 3.77274 0.3 -0.3 -0.4
F -1.25331 6.38148 4.58169 0.0 -0.1 -0.1
C 0.18424 5.80168 2.81552 0.0 -0.4 0.0
F 0.63820 7.03277 2.73899 0.0 0.1 0.0
Ge 1.06136 2.04154 1.07182 1.6 1.0 0.8
S -0.61102 0.64114 0.35097 -0.6 -0.7 -0.5
C 2.31798 2.61636 -0.35235 -0.7 -0.2 0.3
C 1.83511 2.96535 -1.59735 0.2 -0.2 0.3
F 0.52453 2.70609 -1.81038 0.1 0.3 -0.4
C 2.65721 3.50582 -2.57363 -0.1 -0.1 0.3
F 2.17790 3.77806 -3.77875 0.0 0.1 -0.2
C 4.00604 3.72935 -2.27633 -0.2 -0.2 0.3
F 4.80277 4.21712 -3.19872 -0.1 0.0 0.1
C 4.51205 3.40160 -1.01177 -0.3 -0.1 0.0
F 5.78057 3.60018 -0.72375 0.0 0.0 -0.1
C 3.65355 2.84624 -0.06716 -0.2 -0.2 -0.1
F 4.09577 2.49656 1.14434 0.4 0.3 -0.1
C 2.07344 0.83219 2.26001 -0.4 0.1 -0.6
C 2.43190 1.15657 3.55585 -0.1 -0.2 -0.2
F 1.88590 2.24363 4.09213 0.4 -0.1 0.4
C 3.32384 0.36345 4.27692 -0.1 0.0 -0.3
F 3.64200 0.67730 5.51093 0.1 -0.1 0.0
C 3.86744 -0.77811 3.67118 -0.3 0.2 -0.2
F 4.69762 -1.55010 4.33541 -0.1 0.1 0.0
C 3.49023 -1.12957 2.36845 -0.2 0.1 -0.2
F 3.93573 -2.24708 1.79208 0.0 0.0 0.1
C 2.59908 -0.31136 1.69640 -0.2 0.2 0.3
F 2.14794 -0.63175 0.42273 0.5 -0.3 0.2
I 3.48840 -5.62840 -2.25761 -0.7 0.4 0.1
C 1.73075 -4.49995 -2.06614 0.5 -0.1 0.0
C 0.50976 -4.68249 -2.70399 0.6 0.2 0.4
N -0.30039 -3.70217 -2.28275 -0.7 -0.2 -0.4
N 0.31337 -2.89762 -1.39883 0.1 0.2 0.2
C 1.54929 -3.36687 -1.25989 0.6 -1.0 -0.4
H 0.20233 -5.43253 -3.40805 -0.2 -0.1 -0.1
H -1.26666 -3.56294 -2.56135 0.3 0.0 0.1
H 2.28586 -2.92574 -0.61132 0.0 0.2 0.1
```
Forces are in eV/Å.

Values from the calculation:
E_HOMO (alpha / beta) (eV): -16.085 / -16.085
Frontier orbital gap (alpha / beta) (Eh): 0.1595 / 0.1596
Charge: +3
E_tot (Eh): -7092.2414

(2)
ORCA calculation (wB97M-V/def2-TZVPD) on a molecular structure, C39H24CdCl2N6O2S.

```
75
Properties=species:S:1:pos:R:3:forces:R:3
Cd 0.42607 0.21418 -0.01032 0.1 0.0 -0.1
Cl 3.25682 -1.85971 -6.24016 0.0 0.0 0.2
C 2.88407 -1.82563 -4.52406 -0.4 0.7 -0.1
C 2.47522 -0.60963 -3.96172 -0.2 0.0 -0.1
C 2.12390 -0.50812 -2.61418 -0.1 0.1 0.1
N 1.46563 0.58938 -2.06678 0.0 -0.1 0.1
C 1.47220 1.80356 -2.59753 0.6 0.1 -0.3
O 2.25060 2.28154 -3.44385 -0.2 0.0 -0.1
C 0.38626 2.73588 -2.07515 0.0 -0.1 0.3
C 0.40556 4.09153 -2.38649 -0.7 -0.2 0.0
C -0.65791 4.88472 -1.97182 0.5 -0.2 -0.4
C -1.67294 4.31906 -1.22908 0.2 -0.3 0.4
C -1.57375 2.97161 -0.91372 -0.2 0.4 -0.1
N -0.58273 2.20614 -1.33362 -0.1 0.0 -0.1
C 2.30393 -1.65718 -1.76717 -0.2 0.0 0.2
C 2.64183 -2.86311 -2.37392 0.1 -0.1 -0.5
C 2.90675 -2.95517 -3.74903 0.2 0.2 0.7
Cl 3.35447 -4.49650 -4.40424 0.1 -0.3 -0.1
N 2.10912 -1.47294 -0.39293 0.1 0.1 -0.1
C 2.38503 -2.40774 0.51022 0.0 -0.7 0.1
O 2.60021 -3.64021 0.37228 0.0 0.8 0.0
C 2.40031 -1.90259 1.96904 -0.2 0.0 -0.6
C 2.09393 -2.81498 2.98340 0.3 0.4 -0.4
C 1.99347 -2.33250 4.26319 -0.1 -0.2 0.4
C 2.22679 -0.98055 4.50573 -0.2 -0.3 0.2
C 2.54615 -0.15966 3.44410 0.3 -0.3 0.1
N 2.64879 -0.61862 2.19779 -0.1 0.3 0.0
H 2.34945 0.26451 -4.59462 0.2 -0.2 0.1
H 1.19231 4.46643 -3.00302 0.4 0.2 -0.2
H -0.68882 5.91483 -2.28209 0.0 0.3 0.1
H -2.48884 4.88760 -0.82184 -0.3 0.2 -0.1
H -2.36270 2.52861 -0.30898 0.3 -0.2 0.0
H 2.69578 -3.75961 -1.78681 0.0 -0.1 0.2
H 1.94852 -3.84598 2.70796 -0.1 -0.1 0.0
H 1.69789 -3.00874 5.06462 0.1 0.2 0.0
H 2.13126 -0.58094 5.50410 0.0 0.1 0.1
H 2.72857 0.89737 3.62824 0.0 0.0 -0.3
S -1.61267 -0.17399 4.58770 0.0 0.6 0.3
C -1.70604 -1.80188 4.04874 0.2 -0.4 -0.5
C -2.21028 -2.95852 4.65128 0.4 0.7 -0.5
C -2.12375 -4.13613 3.93926 -0.4 0.0 0.2
C -1.61286 -4.19977 2.64867 0.6 0.3 -0.7
C -1.06649 -3.07350 2.06170 -0.1 0.4 0.4
C -1.10905 -1.87304 2.78276 0.1 -0.2 -0.7
N -0.59831 -0.68451 2.27549 -0.2 -1.1 0.4
C -0.76730 0.27895 3.09184 -0.2 0.5 0.3
C -0.29630 1.64130 2.80028 0.2 -0.2 -0.5
C -0.50379 2.66834 3.70719 -0.2 0.2 0.7
C -0.01018 3.93959 3.46480 -0.2 -0.1 -0.1
C 0.67238 4.17432 2.26253 -0.4 0.5 1.3
C 0.85122 3.14516 1.38338 0.2 -0.9 -1.0
C 0.37911 1.83364 1.58058 0.0 0.1 0.2
H -2.63800 -2.89562 5.63146 -0.2 -0.2 0.4
H -2.50687 -5.01845 4.40217 -0.2 -0.6 0.2
H -1.58956 -5.11271 2.06606 -0.1 -0.2 0.3
H -0.59743 -3.05101 1.08215 -0.1 -0.2 0.1
H -1.06449 2.44004 4.61859 0.2 0.3 -0.1
H -0.19088 4.74279 4.17461 0.1 -0.1 -0.1
H 1.02538 5.18347 2.08798 0.2 0.0 -0.3
H 1.37435 3.30922 0.44570 0.0 0.3 0.0
C -1.38425 -1.04595 -0.83791 -0.3 0.1 -0.1
C -1.92835 -0.47637 -2.03121 0.1 -0.3 -0.3
C -1.30153 -0.60169 -3.30701 0.2 0.1 0.5
C -1.79135 0.03015 -4.41427 0.4 -0.7 -0.7
C -2.97274 0.74915 -4.36034 -0.6 0.8 -0.2
C -3.64604 0.87037 -3.13974 -0.1 0.5 -0.1
C -3.13037 0.27044 -2.01719 -0.1 0.2 -0.1
C -3.43207 1.44075 -5.52375 0.0 -0.1 0.2
N -3.79359 1.99126 -6.47092 -0.1 0.1 -0.1
H -0.81210 -1.95657 -0.99747 0.0 -0.1 0.0
H -2.12330 -1.10789 -0.03658 0.2 -0.2 0.0
H -0.37704 -1.15182 -3.39440 0.1 -0.1 0.1
H -1.30760 -0.08583 -5.38949 0.0 0.1 0.4
H -4.53363 1.51977 -3.09326 0.3 -0.5 0.1
H -3.63738 0.41962 -1.07889 -0.1 -0.1 0.3
```
Forces are in eV/Å.

Values from the calculation:
E_HOMO (eV): -1.622
Frontier orbital gap (Eh): 0.1946
Charge: -2
E_tot (Eh): -3466.0532

The lowest charge belongs to which entry?
C39H24CdCl2N6O2S

What is the formula in the first record?
C39H15F15GeIN7SV